ORCA calculation (wB97M-V/def2-TZVPD) on a cluster of 3 separate species, C23H42N2O7 in total in a non-equilibrium geometry.

Atoms and positions in Å:
1 C 5.661 -1.956 1.035
2 C 6.299 -0.578 0.846
3 C 5.366 0.438 0.167
4 C 5.410 0.306 -1.365
5 C 5.168 1.629 -2.103
6 C 3.758 2.152 -1.785
7 C 3.717 3.316 -0.808
8 C 2.304 3.625 -0.290
9 C 1.964 2.875 1.009
10 C 0.768 1.915 0.855
11 C -0.452 2.763 0.836
12 N -1.412 3.428 0.699
13 C 0.720 1.043 2.125
14 C -0.563 0.391 2.342
15 N -1.600 -0.101 2.532
16 O 0.991 1.189 -0.309
17 C -0.156 0.677 -0.983
18 C 0.353 -0.285 -2.038
19 C 0.913 -1.613 -1.503
20 C 0.274 -2.137 -0.220
21 H 4.588 -1.852 1.171
22 H 5.812 -2.574 0.152
23 H 6.099 -2.498 1.863
24 H 7.192 -0.656 0.230
25 H 6.619 -0.202 1.815
26 H 5.729 1.429 0.430
27 H 4.362 0.266 0.545
28 H 6.339 -0.162 -1.676
29 H 4.594 -0.348 -1.676
30 H 5.948 2.355 -1.883
31 H 5.223 1.379 -3.160
32 H 3.242 2.437 -2.700
33 H 3.179 1.341 -1.349
34 H 4.365 3.174 0.054
35 H 4.083 4.214 -1.304
36 H 2.267 4.689 -0.075
37 H 1.581 3.457 -1.083
38 H 2.817 2.288 1.341
39 H 1.737 3.610 1.774
40 H 0.855 1.710 2.973
41 H 1.547 0.341 2.131
42 H -0.886 0.220 -0.316
43 H -0.682 1.465 -1.521
44 H -0.384 -0.406 -2.824
45 H 1.190 0.246 -2.492
46 H 1.993 -1.591 -1.399
47 H 0.723 -2.367 -2.265
48 H 0.288 -1.429 0.599
49 H 0.858 -2.992 0.116
50 H -0.721 -2.525 -0.411
51 C -3.570 2.083 -0.903
52 O -3.795 0.681 -1.106
53 C -4.991 0.369 -1.598
54 O -5.870 1.138 -1.872
55 O -5.042 -0.959 -1.722
56 C -6.283 -1.454 -2.231
57 H -2.566 2.175 -0.495
58 H -3.631 2.622 -1.848
59 H -4.281 2.493 -0.188
60 H -6.472 -1.065 -3.229
61 H -7.102 -1.196 -1.562
62 H -6.189 -2.535 -2.280
63 C -4.375 -1.884 1.206
64 O -4.702 -3.171 1.748
65 C -5.851 -3.208 2.410
66 O -6.605 -2.287 2.577
67 O -6.031 -4.452 2.860
68 C -7.240 -4.636 3.596
69 H -3.424 -1.986 0.691
70 H -5.128 -1.569 0.496
71 H -4.267 -1.149 2.000
72 H -8.107 -4.425 2.972
73 H -7.251 -4.003 4.481
74 H -7.263 -5.678 3.900

Output
highest occupied orbital energy	-10.6	eV
structure (SMILES)	CCCCCCCCC[C@](C#N)(CC#N)OCCCC.COC(=O)OC.COC(=O)OC
maximum force	3.4	eV/Å
LUMO energy	0.5	eV
multiplicity	1
orbital gap	11.06	eV
electronic energy	-41843.8879	eV

---

ORCA calculation (wB97M-V/def2-TZVPD) on a structure of composition C23H42N3O17Zn in a non-equilibrium geometry.

Atoms and positions in Å:
1 Zn -0.368 -1.806 -2.434
2 C -0.071 -0.132 1.103
3 C -0.028 -0.769 -0.246
4 O -0.254 -0.111 -1.296
5 O 0.281 -1.987 -0.422
6 H -0.390 -0.850 1.859
7 H -0.880 0.589 1.216
8 H 0.919 0.270 1.311
9 C 5.503 3.596 1.634
10 O 5.231 2.421 0.878
11 C 4.058 2.397 0.263
12 O 3.189 3.214 0.336
13 O 3.994 1.263 -0.427
14 C 2.875 1.082 -1.262
15 H 6.092 4.359 1.125
16 H 6.052 3.231 2.499
17 H 4.617 4.131 1.976
18 H 2.059 1.684 -0.849
19 H 2.543 0.050 -1.314
20 H 2.999 1.486 -2.268
21 C -3.567 -3.982 -0.748
22 O -3.987 -2.608 -0.661
23 C -3.336 -1.675 -1.296
24 O -2.421 -1.820 -2.079
25 O -3.781 -0.481 -1.042
26 C -4.960 -0.149 -0.278
27 H -4.275 -4.490 -0.099
28 H -2.548 -4.107 -0.395
29 H -3.727 -4.345 -1.762
30 H -5.422 0.626 -0.887
31 H -4.696 0.212 0.710
32 H -5.650 -0.990 -0.260
33 C 0.586 1.863 -4.094
34 O -0.683 1.689 -4.745
35 C -1.286 0.506 -4.704
36 O -0.930 -0.434 -4.035
37 O -2.327 0.454 -5.493
38 C -2.739 1.601 -6.246
39 H 1.090 0.949 -3.792
40 H 0.471 2.536 -3.247
41 H 1.159 2.390 -4.855
42 H -1.951 1.831 -6.962
43 H -3.025 2.425 -5.599
44 H -3.612 1.355 -6.846
45 C 2.753 -2.638 2.771
46 O 3.314 -2.137 3.962
47 C 3.056 -0.928 4.464
48 O 3.439 -0.576 5.520
49 O 2.358 -0.194 3.581
50 C 1.943 1.139 3.846
51 H 1.858 -2.144 2.399
52 H 2.579 -3.711 2.866
53 H 3.518 -2.604 1.987
54 H 0.917 1.329 3.534
55 H 2.640 1.775 3.302
56 H 1.964 1.356 4.915
57 C -1.568 6.416 -1.114
58 O -1.837 5.031 -0.984
59 C -2.932 4.626 -0.390
60 O -3.776 5.301 0.099
61 O -3.021 3.294 -0.356
62 C -2.143 2.474 -1.108
63 H -1.657 6.928 -0.158
64 H -2.364 6.871 -1.717
65 H -0.666 6.622 -1.676
66 H -2.085 2.752 -2.161
67 H -2.588 1.480 -1.084
68 H -1.155 2.400 -0.657
69 C 2.770 -4.468 -0.707
70 C 3.430 -4.617 -2.004
71 N 3.945 -4.694 -3.025
72 H 3.528 -4.467 0.076
73 H 2.054 -5.264 -0.517
74 H 2.244 -3.515 -0.648
75 C -0.626 -1.248 4.516
76 C -1.998 -1.677 4.242
77 N -3.063 -2.034 4.003
78 H 0.047 -1.684 3.780
79 H -0.223 -1.429 5.507
80 H -0.706 -0.180 4.293
81 C -0.544 -4.538 1.922
82 C -0.211 -4.509 3.339
83 N 0.004 -4.522 4.464
84 H -0.933 -3.548 1.662
85 H -1.377 -5.206 1.708
86 H 0.314 -4.740 1.287

Output
highest occupied orbital energy	-12.9	eV
maximum force	2.3	eV/Å
charge	+1
LUMO energy	-5.1	eV
multiplicity	1
orbital gap	7.76	eV
electronic energy	-112220.3150	eV